No. 1
{
  "formula": "C7H9N2O3",
  "method": "ωB97M-V/def2-TZVPD",
  "species": ["C", "C", "C", "C", "C", "C", "C", "N", "N", "O", "O", "O", "H", "H", "H", "H", "H", "H", "H", "H", "H"],
  "xyz": [[2.979, 1.421, 0.243], [2.453, 0.212, -0.137], [1.895, 2.219, 0.615], [1.064, 0.269, 0.068], [0.001, -0.641, -0.145], [-1.556, -0.163, 0.013], [-2.783, -1.008, 0.007], [-1.814, 1.266, -0.351], [0.304, -2.044, -0.195], [-2.750, 1.816, 0.233], [-1.160, 1.664, -1.264], [0.731, 1.554, 0.483], [4.083, 1.679, 0.460], [3.004, -0.679, -0.371], [1.823, 3.185, 1.124], [-3.301, -0.731, -0.903], [-2.515, -1.955, 0.173], [-3.585, -0.679, 0.717], [-0.549, -2.697, -0.428], [0.757, -2.501, 0.678], [0.917, -2.186, -1.019]],
  "lowdin_charge": [-0.04, -0.01, -0.03, -0.24, -0.08, 0.00, -0.02, -0.39, 0.19, 0.11, 0.12, 0.04, 0.16, 0.12, 0.15, 0.11, 0.02, 0.13, 0.22, 0.23, 0.19],
  "smiles": "C/C(=C(\\[NH3+])c1ccco1)[N+](=O)[O-]",
  "homo_ev": [-11.94, -12.16],
  "gap_ev": [7.201, 7.040],
  "charge": 1,
  "e_lumo_ev": [-4.739, -5.124]
}

No. 2
{
  "formula": "C50H58BaCl3N8O3S2Sb2",
  "method": "ωB97M-V/def2-TZVPD",
  "species": ["Ba", "N", "C", "C", "C", "C", "C", "C", "C", "C", "N", "C", "H", "H", "H", "H", "H", "H", "H", "H", "C", "Sb", "C", "C", "C", "C", "C", "C", "C", "C", "C", "Sb", "C", "C", "H", "H", "H", "H", "H", "H", "H", "H", "H", "H", "H", "H", "H", "H", "H", "H", "H", "H", "H", "H", "C", "C", "N", "C", "C", "N", "H", "H", "H", "H", "H", "H", "Cl", "C", "C", "C", "C", "C", "C", "N", "C", "C", "N", "C", "O", "C", "C", "C", "Cl", "S", "C", "C", "C", "Cl", "C", "H", "H", "H", "H", "H", "H", "H", "H", "H", "H", "H", "H", "H", "C", "C", "O", "O", "H", "H", "H", "N", "C", "S", "N", "C", "C", "C", "C", "C", "C", "H", "H", "H", "H", "H", "H", "H", "H"],
  "xyz": [[-0.507, -0.547, -1.416], [1.968, 2.371, 0.194], [1.446, 2.908, 1.363], [2.063, 3.930, 2.041], [1.504, 4.458, 3.222], [0.345, 3.958, 3.736], [-0.321, 2.908, 3.052], [-1.532, 2.355, 3.523], [-2.146, 1.371, 2.807], [-1.547, 0.950, 1.596], [-0.428, 1.431, 1.116], [0.208, 2.396, 1.853], [2.954, 2.576, 0.089], [1.895, 1.363, 0.156], [3.002, 4.319, 1.669], [2.024, 5.261, 3.724], [-0.085, 4.348, 4.646], [-1.966, 2.720, 4.444], [-3.071, 0.925, 3.129], [-2.074, 0.193, 1.016], [0.030, 4.696, -1.624], [0.057, 2.762, -2.476], [2.074, 2.544, -3.152], [-0.533, 3.510, -4.424], [-1.954, 3.938, -4.575], [-2.315, 5.227, -4.194], [-3.617, 5.681, -4.317], [-4.585, 4.844, -4.847], [-4.241, 3.562, -5.235], [-2.943, 3.093, -5.101], [-2.646, 1.680, -5.474], [-2.531, 0.336, -3.765], [-4.001, -1.053, -4.444], [-3.848, 1.477, -2.512], [-0.996, 5.045, -1.542], [0.585, 5.371, -2.274], [0.482, 4.689, -0.636], [2.065, 1.963, -4.073], [2.707, 2.045, -2.429], [2.471, 3.535, -3.372], [-0.252, 2.737, -5.141], [0.133, 4.357, -4.611], [-1.556, 5.897, -3.812], [-3.865, 6.688, -4.016], [-5.600, 5.196, -4.964], [-5.003, 2.917, -5.655], [-1.710, 1.604, -6.023], [-3.442, 1.291, -6.106], [-4.816, -0.482, -4.890], [-4.390, -1.640, -3.617], [-3.574, -1.723, -5.187], [-4.784, 1.669, -3.034], [-3.401, 2.436, -2.254], [-4.033, 0.887, -1.613], [1.000, -2.070, -4.803], [1.761, -2.582, -3.640], [1.807, -2.055, -2.437], [2.568, -2.916, -1.678], [2.985, -3.961, -2.437], [2.467, -3.733, -3.692], [1.136, -0.993, -4.910], [-0.071, -2.263, -4.693], [1.341, -2.540, -5.724], [2.787, -2.721, -0.644], [3.591, -4.816, -2.208], [2.550, -4.327, -4.498], [-6.169, -1.095, 1.200], [-4.995, -1.940, 2.168], [-4.545, -1.372, 3.347], [-3.580, -2.040, 4.081], [-3.069, -3.271, 3.681], [-1.991, -3.951, 4.490], [-0.583, -3.408, 4.167], [-0.326, -3.325, 2.738], [-0.100, -4.303, 1.800], [0.144, -3.657, 0.629], [0.105, -2.295, 0.820], [-0.174, -2.144, 2.095], [-2.366, -3.869, 5.869], [-1.486, -3.499, 6.924], [-1.353, -2.021, 7.160], [-2.379, -1.223, 7.592], [-3.983, -1.736, 7.936], [-1.938, 0.411, 7.785], [-0.333, 0.073, 7.301], [-0.164, -1.245, 7.011], [-3.611, -3.828, 2.528], [-3.208, -5.466, 2.018], [-4.553, -3.179, 1.751], [-4.954, -0.432, 3.683], [-3.220, -1.609, 5.005], [-2.005, -5.015, 4.228], [0.180, -4.026, 4.645], [-0.444, -2.395, 4.534], [-0.163, -5.343, 2.052], [0.352, -4.088, -0.334], [-0.265, -1.214, 2.633], [-0.501, -3.967, 6.828], [-1.954, -3.957, 7.799], [0.406, 0.852, 7.276], [0.785, -1.667, 6.719], [-4.946, -3.637, 0.861], [-3.289, -3.814, -1.468], [-2.396, -2.622, -1.609], [-2.685, -1.544, -1.001], [-1.353, -2.701, -2.305], [-4.300, -3.529, -1.194], [-2.893, -4.457, -0.680], [-3.285, -4.377, -2.400], [4.504, -0.435, -2.680], [5.111, -0.205, -1.491], [4.186, -0.119, -0.105], [6.443, 0.003, -1.577], [7.399, 0.341, -0.578], [7.392, -0.194, 0.702], [8.403, 0.168, 1.580], [9.413, 1.030, 1.199], [9.425, 1.540, -0.092], [8.420, 1.197, -0.977], [3.551, -0.761, -2.645], [5.049, -0.733, -3.476], [6.812, 0.104, -2.511], [6.623, -0.876, 0.998], [8.404, -0.244, 2.579], [10.193, 1.297, 1.895], [10.211, 2.208, -0.412], [8.426, 1.608, -1.979]],
  "lowdin_charge": [1.52, 0.07, -0.27, -0.02, -0.07, -0.04, -0.15, 0.00, -0.03, -0.17, 0.07, -0.16, 0.07, 0.01, 0.12, 0.11, 0.11, 0.12, 0.09, 0.08, -0.31, 1.24, -0.32, -0.33, -0.29, -0.06, -0.08, -0.08, -0.06, -0.31, -0.31, 1.22, -0.30, -0.28, 0.01, 0.02, -0.01, 0.00, -0.03, 0.02, 0.05, 0.07, 0.11, 0.10, 0.10, 0.11, 0.05, 0.06, 0.01, 0.00, 0.01, 0.02, 0.00, 0.00, 0.00, -0.42, -0.02, -0.19, -0.07, 0.11, 0.08, 0.07, 0.09, 0.08, 0.11, 0.16, 0.69, -0.65, -0.10, 0.00, -0.17, -0.26, -0.05, -0.06, -0.07, -0.15, -0.02, -0.16, -0.10, -0.16, -0.32, -0.99, 0.69, 1.01, -0.41, -0.15, -0.53, 0.73, -0.13, 0.11, 0.10, 0.12, 0.14, 0.12, 0.11, 0.10, 0.13, 0.13, 0.13, 0.07, 0.11, 0.09, 0.01, -0.81, -0.33, -0.27, 0.07, 0.06, 0.09, 0.09, -0.85, 0.67, 0.06, -0.25, -0.05, -0.08, -0.09, -0.08, -0.03, 0.04, 0.11, 0.14, 0.07, 0.11, 0.10, 0.11, 0.11],
  "homo_ev": -9.89,
  "gap_ev": 7.974,
  "charge": 1,
  "e_lumo_ev": -1.920
}

No. 3
{
  "formula": "C31H27MoN11S",
  "method": "ωB97M-V/def2-TZVPD",
  "species": ["Mo", "C", "C", "C", "C", "C", "C", "C", "C", "S", "C", "N", "C", "C", "C", "C", "C", "C", "C", "C", "H", "H", "H", "H", "H", "H", "H", "H", "H", "H", "H", "H", "H", "H", "H", "H", "N", "C", "C", "C", "C", "C", "C", "C", "C", "C", "C", "C", "C", "H", "H", "H", "H", "H", "H", "H", "H", "H", "H", "N", "C", "N", "N", "N", "N", "C", "N", "N", "N", "N", "H"],
  "xyz": [[0.680, -0.049, -0.624], [-3.825, 0.500, 4.715], [-3.419, -0.638, 3.766], [-4.056, -0.381, 2.401], [-3.941, -1.978, 4.307], [-1.898, -0.701, 3.688], [-1.155, -0.920, 4.867], [0.219, -0.984, 4.884], [0.890, -0.827, 3.674], [2.600, -0.857, 3.360], [2.309, -0.607, 1.708], [1.029, -0.502, 1.386], [0.178, -0.622, 2.493], [-1.214, -0.552, 2.493], [3.277, -0.466, 0.638], [4.644, -0.441, 0.882], [5.535, -0.323, -0.172], [5.051, -0.219, -1.468], [3.685, -0.255, -1.720], [2.769, -0.368, -0.681], [-4.912, 0.549, 4.780], [-3.463, 1.463, 4.351], [-3.442, 0.351, 5.724], [-5.139, -0.340, 2.511], [-3.839, -1.181, 1.689], [-3.739, 0.573, 1.972], [-5.030, -1.948, 4.367], [-3.564, -2.192, 5.307], [-3.659, -2.804, 3.652], [-1.685, -1.042, 5.801], [0.758, -1.151, 5.806], [-1.754, -0.376, 1.574], [5.018, -0.515, 1.897], [6.599, -0.318, 0.016], [5.741, -0.123, -2.295], [3.387, -0.168, -2.755], [0.982, -0.386, -2.824], [1.268, 0.568, -3.888], [1.866, 0.097, -5.044], [2.051, 0.956, -6.117], [1.632, 2.278, -6.030], [1.047, 2.747, -4.869], [0.861, 1.902, -3.771], [0.388, 2.426, -2.491], [-0.346, 3.606, -2.349], [-0.667, 4.095, -1.092], [-0.239, 3.464, 0.078], [0.459, 2.279, -0.017], [0.711, 1.751, -1.308], [1.645, -1.159, -2.863], [0.083, -0.816, -3.039], [2.161, -0.944, -5.122], [2.511, 0.590, -7.024], [1.777, 2.947, -6.866], [0.772, 3.790, -4.800], [-0.702, 4.128, -3.227], [-1.259, 4.997, -1.013], [-0.418, 3.917, 1.043], [0.853, 1.839, 0.902], [-1.633, -2.728, -1.309], [-2.088, -1.472, -1.165], [-3.330, -1.072, -1.191], [-3.268, 0.276, -1.033], [-2.099, 0.715, -0.912], [-1.232, -0.413, -0.975], [-0.304, -3.043, -1.162], [0.168, -4.262, -1.204], [1.496, -4.123, -1.039], [1.830, -2.902, -0.910], [0.685, -2.143, -0.975], [-2.296, -3.490, -1.389]],
  "lowdin_charge": [1.81, -0.03, -0.56, -0.07, -0.03, -0.14, 0.01, -0.03, -0.42, 1.25, -0.53, -0.10, -0.26, 0.04, -0.24, 0.00, -0.01, -0.02, -0.06, -0.20, 0.10, 0.09, 0.08, 0.10, 0.07, 0.08, 0.10, 0.09, 0.10, 0.13, 0.13, 0.08, 0.12, 0.13, 0.13, 0.09, 0.02, -0.22, 0.00, -0.02, -0.02, 0.02, -0.11, -0.12, 0.04, 0.02, -0.02, -0.11, -0.24, 0.09, 0.12, 0.13, 0.13, 0.13, 0.12, 0.13, 0.14, 0.13, 0.12, 0.20, -0.42, 0.11, 0.01, 0.00, -0.14, -0.42, 0.10, 0.00, -0.02, -0.13, 0.18],
  "homo_ev": -14.29,
  "gap_ev": 5.101,
  "charge": 2,
  "e_lumo_ev": -9.193
}